Computed, not measured: the molecule C9H11N3O2S, with ωB97M-V with the def2-TZVPD basis set.

ORCA input file:
```
! wB97M-V def2-TZVPD RIJCOSX def2/J DEFGRID3
* xyz 0 1
C 3.433 -0.592 0.315
C 3.357 0.504 1.195
C 2.389 -0.921 -0.500
C 2.207 1.281 1.206
C 1.403 0.072 -0.751
C 1.340 1.161 0.099
C -2.521 0.346 0.596
C -0.139 1.081 -2.184
C -3.396 -0.813 1.071
N -1.737 0.224 -0.398
N 0.748 -0.006 -1.933
N -1.121 1.296 -0.930
O 0.305 3.424 -0.815
O -0.606 2.340 1.266
S -0.033 2.283 -0.006
H 4.409 -1.209 0.442
H 4.263 0.545 1.874
H 2.463 -1.910 -1.104
H 1.860 2.119 1.799
H -2.569 1.215 1.255
H 0.246 2.155 -2.233
H -0.861 0.885 -2.973
H -3.477 -1.419 0.289
H -2.807 -1.448 1.892
H -4.357 -0.263 1.341
H 0.911 -0.739 -2.564
*
```

For the energy above the lowest of the compared OMol25 structures with the same formula, charge and spin, the calculation gives 2.216 eV.

Computed, not measured: the ion C9H11N4O with charge +1, with ωB97M-V with the def2-TZVPD basis set.

ORCA input file:
```
! wB97M-V def2-TZVPD RIJCOSX def2/J DEFGRID3
* xyz 1 3
C 0.409 3.928 -1.148
C 0.282 3.569 0.215
C -0.114 2.952 -2.043
C -0.011 2.249 0.619
C -0.433 1.727 -1.652
C -0.440 1.321 -0.279
C 0.764 -0.799 -0.116
C 0.200 -2.991 1.094
C -0.566 -0.170 0.035
N -0.844 -3.351 0.386
N 0.968 -2.013 0.571
N 0.692 -3.729 2.068
N -1.945 -2.907 0.058
O 1.762 -0.401 -0.599
H 0.529 4.944 -1.494
H 0.555 4.252 0.970
H -0.226 3.220 -3.137
H -0.129 1.973 1.614
H -0.744 0.900 -2.383
H -0.919 -0.343 1.050
H 1.948 -2.317 0.649
H 0.371 -4.597 2.481
H 1.518 -3.376 2.530
H -2.429 -3.542 -0.724
H -1.199 -0.499 -0.764
*
```

For the energy above the lowest of the compared OMol25 structures with the same formula, charge and spin, the calculation gives 0.000 eV.

Computed, not measured: the molecule C9H11NO2, with ωB97M-V with the def2-TZVPD basis set.

ORCA input file:
```
! wB97M-V def2-TZVPD RIJCOSX def2/J DEFGRID3
* xyz 0 1
C 0.190 -1.537 0.736
C 0.585 -2.460 1.894
C 0.449 -0.052 1.069
C 0.069 0.839 -0.153
C -1.165 1.401 -0.248
C 1.043 1.137 -1.080
C -1.526 2.124 -1.354
C 0.736 1.982 -2.105
C -0.571 2.450 -2.311
H -1.391 -2.724 0.663
H -1.399 -1.535 -0.507
H 0.887 -1.834 -0.102
H -0.227 0.250 1.908
H 1.501 0.160 1.298
H -1.915 1.135 0.505
H 2.076 0.717 -0.950
H -2.555 2.462 -1.549
H 1.503 2.250 -2.839
H -0.789 3.032 -3.229
H 1.966 -2.567 3.188
N -1.221 -1.722 0.484
O -0.048 -3.391 2.342
O 1.804 -2.117 2.342
*
```

For the energy above the lowest of the compared OMol25 structures with the same formula, charge and spin, the calculation gives 0.303 eV.

Computed, not measured: the molecule C9H11NO2, with ωB97M-V with the def2-TZVPD basis set.

ORCA input file:
```
! wB97M-V def2-TZVPD RIJCOSX def2/J DEFGRID3
* xyz 0 1
C 1.749 -0.171 0.651
C 1.815 1.309 0.552
C 0.284 -0.539 1.063
C -0.718 -0.273 -0.097
C -0.908 -1.257 -1.106
C -1.549 0.831 -0.020
C -1.913 -1.121 -2.098
C -2.408 1.065 -1.136
C -2.640 0.064 -2.109
H 2.536 -1.468 1.915
H 3.675 -0.558 1.215
H 1.822 -0.437 -0.401
H 0.243 -1.614 1.269
H 0.004 0.073 1.962
H -0.280 -2.121 -1.051
H -1.535 1.594 0.767
H -2.192 -1.950 -2.762
H -3.259 1.874 -1.043
H -3.498 0.099 -2.732
H 2.370 1.259 2.327
N 2.725 -0.576 1.597
O 1.592 1.978 -0.442
O 2.084 1.939 1.678
*
```

For the energy above the lowest of the compared OMol25 structures with the same formula, charge and spin, the calculation gives 0.913 eV.

Computed, not measured: a cluster of 2 separate species, C9H11NO2 in total, with ωB97M-V with the def2-TZVPD basis set.

ORCA input file:
```
! wB97M-V def2-TZVPD RIJCOSX def2/J DEFGRID3
* xyz 0 1
C -2.804 -0.772 1.410
C -3.430 -0.398 0.242
C -1.423 -0.534 1.422
C -2.823 0.364 -0.758
C -0.800 0.088 0.366
C -1.429 0.664 -0.735
C 2.045 -0.029 0.047
C 3.520 0.180 0.207
C 1.630 -0.742 -1.169
N 1.239 0.560 0.787
O 1.221 1.337 1.733
O -0.797 1.470 -1.643
H -3.417 -0.757 2.321
H -4.503 -0.397 0.198
H -0.747 -0.710 2.196
H -3.416 0.981 -1.431
H 3.653 0.649 1.250
H 4.002 -0.807 0.393
H 3.805 0.799 -0.622
H 2.150 -1.734 -1.265
H 0.588 -1.091 -1.234
H 1.693 -0.067 -1.998
H 0.043 0.948 -1.716
*
```

For the energy above the lowest of the compared OMol25 structures with the same formula, charge and spin, the calculation gives 6.446 eV.

Computed, not measured: the molecule C9H11NO2, with ωB97M-V with the def2-TZVPD basis set.

ORCA input file:
```
! wB97M-V def2-TZVPD RIJCOSX def2/J DEFGRID3
* xyz 0 1
C -1.580 2.231 -0.200
C -2.330 1.284 -0.822
C -0.225 1.993 0.172
C -1.645 0.088 -1.212
C 0.432 0.782 -0.141
C -0.343 -0.197 -0.820
C -0.038 -2.448 -0.414
C -0.066 -2.411 0.894
C 2.410 1.243 1.199
N 1.702 0.470 0.258
O 0.083 -1.406 -1.280
O -0.295 -3.661 -1.016
H -2.026 3.256 -0.199
H -3.349 1.490 -1.169
H 0.268 2.918 0.504
H -2.242 -0.718 -1.704
H -0.261 -3.296 1.586
H 0.347 -1.546 1.422
H 1.735 -0.502 0.483
H 3.157 0.630 1.478
H 2.831 2.112 0.771
H 1.882 1.458 2.174
H -0.448 -3.768 -1.961
*
```

For the energy above the lowest of the compared OMol25 structures with the same formula, charge and spin, the calculation gives 2.855 eV.